Record 1
{"formula": "C57H60N7O2Sn", "method": "ωB97M-V/def2-TZVPD", "elements": ["Sn", "C", "C", "C", "C", "C", "C", "C", "C", "C", "C", "C", "C", "N", "C", "C", "N", "C", "C", "C", "C", "C", "C", "C", "C", "C", "C", "C", "C", "C", "C", "C", "C", "C", "C", "C", "C", "C", "C", "H", "H", "H", "H", "H", "H", "H", "H", "H", "H", "H", "H", "H", "H", "H", "H", "H", "H", "H", "H", "H", "H", "H", "H", "H", "H", "H", "H", "H", "H", "H", "H", "H", "H", "H", "H", "H", "H", "H", "H", "C", "C", "O", "H", "H", "H", "N", "C", "C", "C", "C", "C", "N", "C", "H", "H", "H", "H", "C", "C", "C", "C", "C", "N", "C", "O", "N", "C", "C", "C", "C", "N", "C", "C", "C", "H", "H", "H", "H", "H", "H", "H", "H", "H", "H", "H", "H", "H"], "coordinates": [[0.33725, -0.20559, -0.05861], [-3.61830, -1.92325, 1.91612], [-3.51933, -0.41004, 1.71102], [-4.90256, 0.22675, 1.56497], [-2.72137, 0.24993, 2.81949], [-3.10919, 0.08653, 4.14627], [-2.40180, 0.68532, 5.17418], [-1.28382, 1.45388, 4.88541], [-0.86501, 1.66405, 3.57777], [0.39134, 2.49517, 3.33374], [1.62457, 1.75026, 3.85299], [0.30426, 3.89055, 3.95710], [-1.61671, 1.06127, 2.55455], [-1.19858, 1.29220, 1.19253], [-1.25627, 2.47721, 0.74926], [-0.42065, 2.88549, -0.45280], [0.22576, 2.01952, -1.11917], [1.26524, 2.47789, -2.02151], [2.52518, 2.71107, -1.44174], [3.55893, 3.12883, -2.27281], [3.36195, 3.30102, -3.63208], [2.11217, 3.06172, -4.17333], [1.03141, 2.65561, -3.39315], [-0.29987, 2.54035, -4.13562], [-1.26963, 1.47878, -3.63133], [-1.01705, 3.89239, -4.22638], [2.80238, 2.55804, 0.05349], [4.07014, 1.73585, 0.31276], [2.91282, 3.91947, 0.75186], [-0.46008, 4.36490, -0.50209], [0.14154, 5.31891, -1.27988], [-0.17786, 6.68025, -1.04967], [-1.06172, 7.06941, -0.07555], [-1.68407, 6.10453, 0.75709], [-2.60231, 6.35343, 1.81046], [-3.11989, 5.31643, 2.54358], [-2.75170, 3.96839, 2.30522], [-1.86571, 3.70646, 1.29427], [-1.35417, 4.77186, 0.51920], [-4.13514, -2.39342, 1.07581], [-4.17535, -2.16371, 2.82507], [-2.62988, -2.38038, 1.99168], [-2.98191, -0.23313, 0.78348], [-5.49600, 0.08232, 2.47241], [-5.44900, -0.22406, 0.73207], [-4.82781, 1.30209, 1.37976], [-3.98012, -0.51867, 4.37282], [-2.71544, 0.55066, 6.20191], [-0.72451, 1.90533, 5.69732], [0.53037, 2.62672, 2.25879], [1.55592, 1.59062, 4.93197], [2.53387, 2.32523, 3.65443], [1.71987, 0.77658, 3.37321], [0.27289, 3.83608, 5.04806], [-0.58302, 4.43203, 3.62050], [1.18420, 4.47663, 3.68193], [4.53636, 3.32419, -1.84656], [4.18127, 3.61357, -4.26812], [1.95363, 3.20335, -5.23724], [-0.02084, 2.26007, -5.15252], [-1.78920, 1.80445, -2.73197], [-0.75284, 0.54635, -3.40337], [-2.02600, 1.27340, -4.39320], [-1.38464, 4.20756, -3.24683], [-1.87834, 3.81463, -4.89542], [-0.35776, 4.67387, -4.61212], [1.97516, 2.01496, 0.50863], [4.97390, 2.29659, 0.06385], [4.08001, 0.81391, -0.27571], [4.14147, 1.47697, 1.37176], [3.68823, 4.52886, 0.28018], [3.18737, 3.78199, 1.80156], [1.97769, 4.48369, 0.71562], [0.85001, 5.06232, -2.05673], [0.29334, 7.43306, -1.66892], [-1.28092, 8.12189, 0.06692], [-2.89137, 7.37353, 2.03803], [-3.82042, 5.52924, 3.34093], [-3.16627, 3.18106, 2.92174], [-2.67094, -0.82109, -1.61464], [-1.41067, -1.33823, -0.94426], [-1.25055, -2.52674, -0.78869], [-3.52267, -1.43976, -1.32065], [-2.54263, -0.92103, -2.69707], [-2.86557, 0.22715, -1.39029], [6.23625, -0.58888, 3.24370], [5.21065, -1.10751, 3.28484], [3.90325, -1.72344, 3.31229], [3.50387, -2.56279, 4.34442], [2.22488, -3.08711, 4.30833], [1.39658, -2.74897, 3.24872], [1.77544, -1.93832, 2.25609], [3.00334, -1.44525, 2.29034], [4.18289, -2.79254, 5.15496], [1.87195, -3.74711, 5.08977], [0.38448, -3.13591, 3.19385], [3.28411, -0.77498, 1.48235], [-4.70104, -1.00887, -7.91201], [-3.26715, -1.46264, -7.81056], [-2.83798, -2.29449, -6.78678], [-1.52116, -2.74058, -6.70974], [-0.58680, -2.32536, -7.65302], [0.76722, -2.74193, -7.63027], [1.64861, -2.84238, -6.57413], [2.77043, -3.28498, -6.71560], [1.16631, -2.35523, -5.38131], [1.83476, -2.31216, -4.15671], [3.11850, -2.78878, -3.90933], [3.62873, -2.65223, -2.62874], [2.87783, -2.03935, -1.64295], [1.64441, -1.58818, -1.87814], [1.13756, -1.74348, -3.09852], [-1.00957, -1.50212, -8.69461], [-2.32692, -1.08744, -8.77110], [-5.24622, -1.20914, -6.99026], [-5.21693, -1.52749, -8.72221], [-4.76277, 0.06002, -8.11983], [-3.55113, -2.63553, -6.04351], [-1.25075, -3.46061, -5.94666], [1.22161, -2.89817, -8.51485], [0.26432, -1.91007, -5.40664], [3.68641, -3.25175, -4.70175], [4.61916, -3.02063, -2.39821], [3.26323, -1.90432, -0.63798], [0.11168, -1.42388, -3.25026], [-0.29327, -1.18195, -9.44395], [-2.63147, -0.44875, -9.59381]], "forces_ev_per_a": [[0.54, -0.04, 0.13], [-0.02, -0.01, -0.01], [0.07, 0.00, 0.10], [-0.05, 0.03, 0.01], [-0.06, -0.02, -0.05], [0.01, -0.02, 0.04], [0.00, 0.02, -0.03], [0.01, -0.01, 0.06], [0.10, 0.04, 0.01], [-0.04, -0.05, 0.02], [0.03, 0.05, 0.02], [-0.04, 0.04, 0.02], [0.00, 0.04, -0.16], [-0.10, -0.46, 0.18], [-0.17, 0.53, -0.25], [-0.27, 0.41, 0.26], [0.18, -0.24, -0.27], [-0.15, -0.14, 0.05], [0.01, -0.01, 0.10], [0.02, 0.05, 0.00], [0.00, -0.02, 0.03], [0.06, 0.07, -0.02], [-0.08, 0.03, 0.00], [-0.03, -0.03, 0.18], [0.05, -0.03, -0.02], [0.02, 0.04, -0.03], [0.12, 0.05, -0.14], [0.00, -0.01, -0.03], [-0.01, 0.01, -0.01], [-0.07, -0.18, 0.10], [0.04, 0.09, -0.09], [0.05, -0.05, -0.04], [-0.03, 0.03, 0.05], [-0.03, 0.09, 0.02], [0.05, 0.06, -0.04], [-0.01, -0.10, 0.02], [-0.13, 0.05, -0.03], [0.10, -0.07, -0.16], [0.02, -0.06, 0.00], [0.01, 0.05, 0.04], [0.02, 0.00, -0.06], [-0.01, 0.02, 0.01], [0.06, 0.01, -0.08], [0.03, 0.01, -0.06], [0.04, 0.02, 0.06], [0.00, -0.05, 0.02], [0.05, 0.03, 0.00], [0.01, 0.00, -0.03], [-0.03, -0.02, -0.03], [0.05, 0.00, 0.07], [0.02, 0.01, -0.04], [-0.06, -0.03, 0.02], [0.01, -0.08, -0.03], [0.01, 0.00, -0.05], [0.12, -0.04, 0.06], [-0.01, -0.03, 0.02], [-0.05, -0.03, -0.02], [-0.04, 0.00, 0.04], [0.01, -0.01, 0.04], [0.02, -0.03, -0.06], [-0.03, -0.01, 0.02], [0.00, -0.03, 0.00], [0.04, 0.01, 0.03], [0.02, -0.01, -0.03], [0.05, 0.00, 0.04], [-0.03, -0.05, 0.03], [-0.03, -0.01, 0.04], [-0.05, -0.03, -0.01], [-0.03, 0.03, 0.03], [-0.01, 0.03, -0.01], [-0.02, -0.02, 0.04], [-0.01, 0.01, -0.06], [0.05, -0.04, -0.01], [-0.03, 0.00, 0.02], [-0.01, -0.03, 0.02], [0.00, -0.05, 0.00], [0.01, -0.05, -0.03], [0.02, -0.01, -0.02], [0.02, 0.02, 0.00], [0.00, -0.11, -0.01], [-0.19, 0.26, -0.11], [0.02, -0.13, 0.08], [0.04, 0.02, -0.02], [0.00, 0.02, 0.03], [0.02, 0.00, -0.01], [-0.16, -0.09, 0.00], [-0.11, -0.05, 0.01], [0.31, 0.16, 0.00], [0.07, -0.04, 0.10], [-0.03, -0.04, 0.02], [0.05, 0.13, -0.09], [-0.18, -0.26, 0.13], [-0.11, 0.08, -0.06], [-0.01, 0.00, -0.02], [0.01, 0.03, -0.03], [0.04, 0.01, -0.02], [0.00, -0.01, 0.02], [0.08, -0.02, 0.00], [-0.01, 0.05, -0.06], [0.04, -0.05, 0.07], [-0.07, -0.10, -0.03], [0.06, 0.05, -0.01], [0.01, -0.13, 0.10], [0.04, 0.12, -0.17], [-0.08, -0.01, -0.03], [0.04, -0.02, 0.20], [-0.12, 0.00, -0.21], [0.07, -0.06, -0.05], [0.04, -0.01, -0.02], [-0.06, 0.14, 0.10], [-0.24, 0.13, -0.23], [0.08, 0.02, 0.30], [0.01, 0.11, 0.01], [-0.03, 0.02, -0.03], [0.02, 0.00, -0.01], [0.01, 0.00, 0.00], [0.01, -0.01, 0.00], [0.04, 0.01, -0.02], [0.06, 0.05, 0.01], [0.00, -0.07, -0.04], [-0.08, 0.01, 0.01], [-0.02, 0.02, 0.03], [-0.01, 0.01, -0.01], [-0.04, -0.01, -0.04], [0.00, 0.07, 0.03], [-0.04, -0.01, 0.04], [0.01, -0.03, 0.04]], "energy_ev": -80436.9488, "charge": 1, "de_lowest_kcal_mol": 7.6}

***

Record 2
{"formula": "C5H13N2", "method": "ωB97M-V/def2-TZVPD", "elements": ["C", "C", "N", "C", "C", "N", "C", "H", "H", "H", "H", "H", "H", "H", "H", "H", "H", "H", "H", "H"], "coordinates": [[0.68925, -1.85889, 0.16714], [0.41109, -0.38247, -0.06140], [-0.04084, 0.21787, 1.16536], [0.88499, 0.83463, 2.10932], [-1.04558, 1.01389, 0.42853], [-0.90802, 0.04961, -0.70748], [-0.84088, 0.32883, -2.15516], [1.54086, -1.91378, 0.87663], [1.04085, -2.41261, -0.67759], [-0.07567, -2.37674, 0.71050], [1.12799, 0.26268, -0.57136], [1.68716, 1.53700, 1.70796], [0.35003, 1.45820, 2.77058], [1.38480, 0.00975, 2.68202], [-1.94436, 0.91697, 1.16813], [-0.69515, 2.06416, 0.40940], [-1.52033, -0.76855, -0.65809], [-0.01014, 0.97485, -2.46664], [-0.71440, -0.76436, -2.67452], [-1.76783, 0.67167, -2.48022]], "forces_ev_per_a": [[1.56, 0.64, 0.08], [0.09, -0.53, 0.97], [0.19, 0.54, 0.04], [1.65, -0.68, -0.67], [-0.67, -0.06, 4.58], [0.47, -0.88, -0.61], [1.51, -2.96, -1.25], [-0.26, 0.35, -0.34], [-0.07, -0.30, -0.75], [-0.88, 0.00, -0.05], [0.68, -0.55, -0.21], [-0.80, -0.98, -0.21], [-0.88, 0.38, 1.01], [-0.41, 0.92, -0.41], [0.63, 0.52, -2.49], [-0.51, -0.38, -1.47], [-0.42, 0.50, 0.70], [-0.33, -0.16, 0.44], [-0.05, 2.71, 1.21], [-1.51, 0.89, -0.58]], "smiles": "C[C@@H]1N(C)C[N@H+]1C", "energy_ev": -8367.2768, "charge": 1, "de_lowest_kcal_mol": 81.5}

***

Record 3
{"formula": "C15H21F4MnN2O2Se2", "method": "ωB97M-V/def2-TZVPD", "elements": ["Mn", "C", "N", "C", "C", "C", "N", "C", "C", "F", "C", "F", "C", "C", "F", "C", "F", "H", "H", "H", "H", "H", "H", "H", "H", "H", "H", "H", "O", "C", "C", "C", "O", "C", "Se", "C", "Se", "H", "H", "H", "H", "H", "H", "H", "H", "H", "H"], "coordinates": [[-0.66481, -0.55140, -0.08698], [0.22848, -3.20579, -1.32208], [-0.04492, -2.54947, -0.02007], [1.14648, -2.73809, 0.84709], [-1.22191, -3.23258, 0.60824], [-1.67509, -2.46829, 1.82856], [-1.66827, -1.07105, 1.41633], [-2.37923, -0.10166, 2.10731], [-2.50391, 1.11642, 1.46215], [-1.89547, 1.16102, 0.22248], [-3.16921, 2.20608, 1.96231], [-3.23092, 3.32721, 1.24843], [-3.76403, 2.10773, 3.20685], [-3.65184, 0.90729, 3.88227], [-4.19799, 0.77601, 5.08818], [-2.97528, -0.18523, 3.35868], [-2.88771, -1.31003, 4.08149], [0.40415, -4.26889, -1.13839], [1.11158, -2.76398, -1.77470], [-0.61594, -3.07888, -1.99197], [1.31782, -3.81129, 0.96327], [0.99039, -2.27892, 1.81763], [2.01178, -2.27732, 0.38108], [-0.94845, -4.26503, 0.84206], [-2.01782, -3.24672, -0.13755], [-1.02354, -2.63682, 2.68954], [-2.67444, -2.80483, 2.10955], [-4.29443, 2.94233, 3.64155], [0.18607, 2.90550, -1.23770], [1.41818, 2.97168, -1.92893], [2.11289, 1.62090, -1.99010], [3.44784, 1.85554, -2.75313], [4.35318, 2.69047, -2.06135], [1.38526, 0.57990, -2.83478], [-0.39129, -0.02277, -2.28606], [2.52096, 1.04409, -0.64254], [1.18172, 0.61976, 0.69946], [-0.19293, 3.79119, -1.20428], [2.10022, 3.67184, -1.43477], [1.27098, 3.30983, -2.96327], [3.22701, 2.24227, -3.75263], [3.95042, 0.89395, -2.87880], [4.24295, 3.60249, -2.34478], [2.00073, -0.31618, -2.91711], [1.21621, 0.96010, -3.84294], [3.16886, 1.75102, -0.12027], [3.09526, 0.13063, -0.79935]], "forces_ev_per_a": [[0.08, -0.98, 0.33], [0.03, 0.00, 0.04], [-0.24, 0.24, 0.09], [-0.01, -0.03, -0.01], [0.05, -0.08, -0.01], [-0.03, 0.08, -0.03], [-0.18, 0.12, 0.17], [0.13, -0.24, -0.14], [0.05, 0.18, -0.20], [-0.18, 0.17, -0.01], [-0.01, -0.02, 0.06], [0.00, 0.00, 0.02], [0.00, 0.02, -0.02], [-0.01, -0.04, 0.04], [-0.01, 0.02, -0.01], [-0.07, -0.01, 0.16], [0.00, 0.01, 0.00], [0.01, -0.01, -0.04], [0.00, 0.01, -0.01], [-0.01, -0.01, 0.01], [0.01, 0.01, 0.02], [0.00, 0.01, 0.00], [0.00, 0.00, -0.01], [0.01, 0.00, -0.03], [-0.01, 0.02, 0.01], [0.00, -0.03, 0.01], [0.01, 0.01, 0.00], [0.00, -0.01, 0.01], [0.00, 0.12, -0.03], [-0.02, 0.08, -0.01], [0.15, -0.08, -0.06], [0.10, -0.03, -0.02], [-0.09, 0.02, 0.02], [-0.04, -0.09, 0.00], [-0.06, 0.25, -0.52], [0.01, -0.03, 0.02], [0.31, 0.28, 0.18], [0.00, -0.07, 0.01], [-0.03, 0.04, 0.01], [-0.04, 0.04, 0.02], [-0.01, 0.02, 0.01], [-0.01, -0.01, -0.01], [0.04, -0.01, -0.02], [0.02, 0.01, -0.03], [0.00, 0.02, 0.01], [0.00, 0.01, 0.00], [0.05, 0.03, -0.01]], "multiplicity": 4, "s2": 4.221, "energy_ev": -195845.5885, "charge": 1, "de_lowest_kcal_mol": 0.0}

***

Record 4
{"formula": "C15H25Br2N3O2PS4Sn", "method": "ωB97M-V/def2-TZVPD", "elements": ["Sn", "Br", "C", "Br", "H", "H", "C", "C", "O", "P", "S", "S", "O", "C", "C", "H", "H", "H", "H", "H", "H", "H", "H", "H", "H", "C", "N", "C", "S", "N", "C", "H", "H", "H", "H", "H", "H", "H", "H", "S", "C", "N", "C", "C", "C", "C", "C", "C", "H", "H", "H", "H", "H"], "coordinates": [[-0.30576, -0.88448, -0.43828], [-2.85431, -0.98568, -2.84070], [-4.08364, -2.03224, -1.78575], [-3.50086, -2.18767, 0.04107], [-4.12546, -3.02577, -2.20969], [-5.04468, -1.53780, -1.79716], [4.77450, -2.44457, 3.74897], [4.23405, -2.12117, 2.38384], [2.78360, -2.37906, 2.40113], [1.94493, -2.43983, 1.08883], [0.01663, -2.58114, 1.62558], [2.20017, -0.79391, -0.05558], [2.42260, -3.63852, 0.20232], [2.17368, -5.05062, 0.54257], [3.20021, -5.57077, 1.51856], [5.82701, -2.16388, 3.79108], [4.69143, -3.50923, 3.96311], [4.23574, -1.88885, 4.51534], [4.68445, -2.73951, 1.60728], [4.36782, -1.07004, 2.12954], [2.22639, -5.56108, -0.41381], [1.15893, -5.12884, 0.93235], [4.21003, -5.35050, 1.17177], [3.09768, -6.65392, 1.59253], [3.05969, -5.14968, 2.51408], [-1.79559, 4.58413, 0.54847], [-1.20962, 3.24490, 0.69298], [-1.68985, 2.16026, 1.27373], [-0.59519, 0.78462, 1.46106], [-2.88784, 2.02554, 1.80978], [-3.97950, 2.99756, 1.96978], [-1.04794, 5.21006, 0.07141], [-2.04046, 5.01449, 1.51632], [-2.67608, 4.56662, -0.08767], [-0.24955, 3.14664, 0.40505], [-3.01956, 1.13810, 2.27048], [-4.14071, 3.56356, 1.06044], [-3.78613, 3.67268, 2.80116], [-4.88301, 2.43455, 2.18298], [1.63750, 1.39968, -4.17422], [1.35648, 0.29097, -2.92615], [0.29844, 0.51362, -2.19014], [-0.39711, 1.64740, -2.62933], [-1.57957, 2.16330, -2.09364], [-2.12848, 3.28051, -2.68142], [-1.51398, 3.89907, -3.78256], [-0.34253, 3.40681, -4.31086], [0.20837, 2.26801, -3.72132], [2.02024, -0.54633, -2.75981], [-2.05603, 1.68360, -1.24900], [-3.05784, 3.68374, -2.29998], [-1.97432, 4.76884, -4.23123], [0.13500, 3.88583, -5.15529]], "forces_ev_per_a": [[0.47, 0.14, 0.67], [-0.01, 0.00, -0.05], [0.07, -0.04, -0.01], [-0.03, 0.01, 0.13], [-0.01, -0.03, -0.01], [-0.02, 0.03, -0.01], [-0.04, -0.02, 0.04], [0.06, -0.01, 0.01], [-0.01, 0.06, 0.03], [0.12, -0.30, 0.03], [-0.32, 0.00, -0.32], [-0.01, 0.06, -0.19], [-0.05, -0.04, 0.00], [0.09, -0.01, 0.07], [-0.01, 0.03, 0.00], [-0.01, -0.02, 0.00], [0.01, 0.01, 0.00], [0.03, 0.02, -0.01], [-0.02, -0.02, -0.02], [-0.04, 0.02, -0.01], [0.01, 0.03, -0.04], [-0.03, 0.01, -0.02], [-0.01, -0.04, -0.01], [0.00, 0.02, 0.02], [0.01, 0.00, -0.01], [0.00, -0.05, 0.01], [-0.03, 0.11, 0.26], [0.06, -0.01, -0.07], [-0.05, 0.09, 0.06], [-0.11, 0.09, -0.05], [0.04, -0.01, 0.03], [0.02, 0.00, 0.01], [0.00, -0.01, 0.01], [0.04, 0.00, -0.01], [0.02, -0.01, -0.06], [-0.02, -0.06, -0.04], [-0.02, -0.04, -0.01], [0.02, 0.00, 0.00], [0.00, -0.01, 0.01], [0.03, 0.02, -0.07], [-0.10, 0.02, -0.04], [-0.22, 0.21, -0.07], [0.07, -0.14, 0.07], [0.02, -0.08, -0.06], [0.03, 0.01, -0.06], [-0.07, 0.00, 0.03], [0.09, 0.00, -0.01], [-0.01, 0.02, -0.07], [0.00, 0.01, 0.01], [-0.06, -0.06, -0.13], [0.00, -0.01, -0.05], [0.01, 0.00, 0.02], [-0.02, -0.02, 0.00]], "multiplicity": 2, "s2": 0.758, "energy_ev": -223061.5109, "charge": 2, "de_lowest_kcal_mol": 12.0}